Record 1
{
  "formula": "C26H48ClN5O3PS",
  "method": "ωB97M-V/def2-TZVPD",
  "symbols": ["C", "C", "C", "C", "C", "C", "C", "S", "C", "N", "N", "C", "O", "C", "P", "O", "Cl", "C", "C", "C", "C", "C", "C", "C", "C", "C", "C", "C", "C", "O", "C", "N", "C", "N", "C", "N", "C", "H", "H", "H", "H", "H", "H", "H", "H", "H", "H", "H", "H", "H", "H", "H", "H", "H", "H", "H", "H", "H", "H", "H", "H", "H", "H", "H", "H", "H", "H", "H", "H", "H", "H", "H", "H", "H", "H", "H", "H", "H", "H", "H", "H", "H", "H", "H", "H"],
  "positions_angstrom": [[-0.578, -0.701, 3.739], [0.275, -0.116, 3.117], [1.349, 0.710, 2.430], [2.316, -0.314, 1.750], [1.559, -0.962, 0.493], [1.297, -2.486, 0.669], [-0.142, -2.906, 0.173], [-0.086, -4.140, -1.200], [-0.701, -3.157, -2.555], [-0.191, -2.826, -3.696], [-1.161, -2.020, -4.258], [-2.155, -1.901, -3.463], [-1.931, -2.630, -2.321], [2.176, -0.525, -0.912], [3.525, -1.655, -1.562], [2.716, -2.975, -2.149], [4.437, -0.830, -3.244], [2.623, 0.972, -0.704], [2.875, 1.771, -2.023], [1.881, 1.482, -3.177], [0.506, 2.200, -2.955], [-0.506, 1.229, -2.275], [-1.827, 2.019, -1.932], [-1.769, 2.715, -0.546], [-3.206, 2.942, 0.045], [-3.659, 1.769, 0.989], [-4.819, 0.959, 0.302], [-5.019, -0.399, 1.075], [-6.546, -0.764, 1.079], [-6.742, -2.121, 0.686], [-6.741, -2.216, -0.740], [3.850, 0.996, 0.138], [3.742, 0.222, 1.435], [4.623, -0.955, 1.424], [4.343, 1.159, 2.556], [4.328, 0.603, 3.892], [5.569, -0.084, 4.302], [-1.234, -1.038, 4.532], [1.800, 1.321, 3.228], [0.798, 1.314, 1.682], [2.463, -1.132, 2.481], [0.557, -0.480, 0.509], [1.266, -2.669, 1.766], [2.084, -3.154, 0.284], [-0.641, -1.999, -0.220], [-0.774, -3.272, 0.997], [-3.076, -1.331, -3.573], [1.333, -0.589, -1.631], [3.180, -3.743, -1.781], [1.754, 1.452, -0.212], [2.760, 2.850, -1.769], [3.942, 1.658, -2.303], [1.775, 0.406, -3.417], [2.328, 1.928, -4.091], [0.689, 3.032, -2.238], [0.134, 2.636, -3.896], [-0.148, 0.824, -1.311], [-0.760, 0.454, -3.024], [-1.991, 2.787, -2.706], [-2.637, 1.264, -1.931], [-1.326, 3.729, -0.644], [-1.173, 2.176, 0.217], [-3.231, 3.869, 0.655], [-3.936, 3.080, -0.775], [-2.812, 1.107, 1.266], [-4.087, 2.149, 1.940], [-5.742, 1.570, 0.296], [-4.473, 0.774, -0.737], [-4.423, -1.184, 0.573], [-4.634, -0.294, 2.109], [-6.977, -0.634, 2.092], [-7.101, -0.084, 0.402], [-5.893, -1.652, -1.182], [-6.710, -3.289, -0.993], [-7.673, -1.742, -1.121], [4.017, 1.983, 0.384], [4.641, 0.727, -0.457], [5.406, -0.833, 0.790], [4.091, -1.788, 1.200], [3.827, 2.147, 2.572], [5.401, 1.327, 2.260], [3.494, 0.069, 4.100], [5.594, -0.075, 5.410], [6.473, 0.344, 3.850], [5.479, -1.159, 4.030]],
  "forces_ev_per_angstrom": [[0.4830, 0.5500, 0.4450], [0.1854, 0.5237, -0.0659], [-1.2352, -1.5035, 0.4013], [-0.3403, 0.3299, -0.6799], [0.6375, -0.1105, -0.1289], [-0.9838, -0.0986, 1.1537], [0.5985, 0.7365, -0.5778], [-0.2386, 0.2426, -0.3646], [0.1725, -0.3316, 1.3637], [-0.6692, -0.0617, 0.9825], [-0.2425, 0.8601, -1.4819], [0.6158, -0.7413, 0.6534], [-0.2732, 0.4614, -0.5542], [-0.6016, 0.3245, -0.0608], [0.8352, -1.3730, 0.7191], [0.3060, 1.3867, 0.3262], [-0.7481, 0.0432, 0.2169], [-1.4868, -0.8740, -2.2970], [0.1878, 0.3241, 0.5790], [0.2569, 0.9210, -0.7003], [0.8248, -0.9610, 1.3089], [-1.1848, 1.6580, -0.8987], [0.8939, -0.8545, 0.5539], [-0.9038, 0.9651, -0.0308], [0.4493, -0.1609, 0.9899], [-1.1056, 0.2959, -0.8222], [1.6388, -0.5030, 0.9896], [-0.8216, 0.9977, -0.6391], [0.6263, -0.3936, 0.3140], [-0.0525, 0.4306, -0.3614], [-0.4356, 0.1977, 0.3361], [-0.9196, 1.2241, 0.0105], [1.2378, -1.3255, 1.8933], [-0.8145, 0.7576, -0.1999], [-0.3969, 0.0384, -0.1991], [0.8215, 0.6148, -0.6750], [-1.1716, -1.3816, 0.6801], [0.1709, -0.1283, -0.7634], [-0.0322, -0.0464, -0.5532], [0.6126, 0.1060, 0.4091], [0.1759, 0.5595, -0.3447], [0.5454, -0.2602, -0.0940], [0.1594, 0.1161, -0.5902], [-0.3266, 0.3990, -0.0421], [0.0784, -0.5737, 0.1447], [0.3959, -0.0972, -0.4209], [0.3773, -0.2756, 0.0447], [0.5100, 0.3456, 0.3369], [-0.1675, -0.0475, -0.3091], [0.8608, -0.1253, 0.2966], [0.1384, -0.5531, -0.1159], [-0.6418, -0.1572, -0.1930], [-0.0215, 0.5584, 0.2631], [-0.0617, -0.3093, 0.5319], [-0.1913, -0.1975, -0.5756], [-0.0843, -0.4122, 0.4363], [0.0901, -0.1054, -0.6147], [0.3320, -0.0006, 0.6551], [-0.2622, -0.4733, 0.2319], [0.1015, 0.6010, -0.0580], [0.0718, -0.6299, -0.0886], [-0.1565, 0.0083, -0.5016], [0.1693, -0.3634, -0.5028], [0.3475, -0.0837, 0.3744], [-0.4107, 0.2713, -0.3064], [0.4318, -0.0445, -0.4142], [0.5106, -0.2941, -0.0831], [-0.6325, -0.0222, 0.4174], [-0.4301, 0.2220, 0.3086], [-0.2643, -0.0828, -0.4904], [0.2384, -0.2128, -0.5158], [0.1971, -0.3313, 0.2007], [-0.1715, -0.4743, 0.1360], [0.0455, 0.5954, -0.0278], [0.4239, -0.4014, -0.0074], [0.0520, -0.2141, -0.0539], [-0.0612, -0.2833, 0.2633], [-0.0147, -0.4059, 0.1524], [0.4656, 0.0297, -0.2873], [0.1520, -0.3874, -0.2934], [-0.5557, 0.0672, 0.1913], [0.1836, 0.0164, 0.0232], [0.3962, 0.2956, -0.6005], [-0.4478, 0.0312, 0.2823], [0.5554, 0.5618, -0.0310]],
  "largest_force_ev_per_a": 2.9,
  "mol_weight_g_mol": 577.2,
  "e_above_lowest_kj_mol": 114.1,
  "orbital_gap_ev": 8.52,
  "e_homo_ha": -0.413,
  "charge": 1
}

---

Record 2
{
  "formula": "C5H7N2P",
  "method": "ωB97M-V/def2-TZVPD",
  "symbols": ["C", "C", "C", "C", "C", "N", "N", "P", "H", "H", "H", "H", "H", "H", "H"],
  "positions_angstrom": [[1.331, -0.793, -0.244], [1.466, -2.018, -0.823], [-0.049, -0.517, -0.359], [-0.926, 2.891, 1.629], [-0.836, 0.516, 0.248], [-0.631, -1.556, -0.989], [0.309, -2.409, -1.275], [-0.006, 1.483, 1.512], [2.113, -0.269, 0.342], [2.312, -2.669, -0.845], [-0.612, 3.533, 2.386], [-1.787, 3.069, 0.993], [-0.958, 1.648, -1.330], [-1.903, 0.426, 0.216], [0.177, -3.334, -1.463]],
  "forces_ev_per_angstrom": [[0.9043, 0.7080, 1.0387], [2.8888, 0.4359, 0.8398], [0.0129, -2.0899, -0.3203], [0.3571, -2.6379, -1.0766], [0.0271, 2.4779, -3.1291], [-2.3705, 1.2557, 0.3336], [0.3726, 1.4911, 0.3087], [-0.6093, 1.3764, 0.3384], [-0.7849, -0.3108, -0.7703], [0.3968, -0.1369, -0.1774], [0.1473, 1.3617, 1.0240], [0.1123, 0.3111, 0.1767], [0.1791, -1.3257, 2.2930], [-0.3548, -0.3358, 0.2123], [-1.2787, -2.5809, -1.0914]],
  "largest_force_ev_per_a": 4.0,
  "mol_weight_g_mol": 126.1,
  "e_above_lowest_kj_mol": 430.9,
  "orbital_gap_ev": [7.80, 7.51],
  "e_homo_ha": [-0.315, -0.297]
}